# 1
Formula: BrCl2MnO8
Source: the OMol25 dataset
Level of theory: ωB97M-V/def2-TZVPD

## Properties
* LUMO level (alpha / beta): 0.44 / 0.22 eV
* charge: -1
* electronic energy: -5246.8187 Eh
* ⟨S²⟩: 8.7534
* multiplicity: 6

CARTESIAN COORDINATES (ANGSTROEM)
Mn1 -0.160577 -0.158741 -0.093627
Br1 1.963093 0.145419 1.587113
Cl1 -2.883737 -0.923231 2.508503
O1 -2.841227 -2.260731 2.472563
O2 -4.072218 -0.568451 1.943393
O3 -2.596667 -0.247361 3.830243
O4 -1.911368 -0.580561 1.476153
Cl2 2.512733 0.928079 -2.753937
O5 2.368802 2.126809 -3.280437
O6 2.816873 -0.080541 -3.766627
O7 3.492973 1.150579 -1.851287
O8 1.311323 0.468729 -2.072057

Force components x, y, z for each atom (eV/Å):
Mn 1.8 0.5 1.9
Br -1.7 -0.3 -1.2
Cl 2.3 4.7 2.0
O 0.8 -7.9 2.4
O -5.2 2.9 -0.7
O -0.5 -1.8 -3.4
O 3.7 2.4 -1.9
Cl 0.1 -7.3 -0.8
O -3.6 8.7 -5.8
O -0.2 0.6 1.0
O 5.1 -1.7 5.2
O -2.6 -0.8 1.3


# 2
Formula: C2H2ClNO3
Source: the OMol25 dataset
Level of theory: ωB97M-V/def2-TZVPD

## Properties
* LUMO level (alpha / beta): 5.36 / 5.36 eV
* charge: -2
* electronic energy: -817.9673 Eh

CARTESIAN COORDINATES (ANGSTROEM)
C1 -0.005878 -1.059664 -2.159074
C2 0.725787 -0.313419 -1.243107
N1 0.287834 0.206104 0.595507
O1 -0.411356 -2.104642 -2.532699
O2 1.187365 1.020103 0.972144
O3 -0.192528 0.226448 -2.424521
Cl1 2.698572 7.633653 -9.372088
H1 1.763946 -0.007675 -1.435406
H2 -0.609133 0.655402 0.409484

Force components x, y, z for each atom (eV/Å):
C 0.3 0.8 0.6
C 0.2 1.9 1.8
N 1.0 -2.4 -0.5
O -0.8 -1.6 -1.0
O 0.2 1.0 0.3
O -0.3 -0.2 -0.5
Cl 0.0 0.1 -0.1
H -0.3 -0.3 0.3
H -0.4 0.7 -0.9


# 3
Formula: CH8N4
Source: the OMol25 dataset
Level of theory: ωB97M-V/def2-TZVPD

## Properties
* LUMO level (alpha / beta): -11.98 / -11.98 eV
* charge: +2
* electronic energy: -260.9739 Eh

CARTESIAN COORDINATES (ANGSTROEM)
C1 1.226466 0.088619 0.920568
N1 -0.123160 0.003178 1.448335
N2 -0.737851 1.244825 -0.962641
N3 -0.034759 -0.133419 0.161839
N4 -0.326450 -1.294154 -0.470765
H1 1.669705 1.037304 0.814814
H2 2.132620 -0.568226 1.153947
H3 -0.850755 -0.003014 2.164174
H4 -1.785202 1.479562 -1.025583
H5 -0.451253 0.795416 -1.848313
H6 0.121210 -1.481144 -1.292925
H7 -0.479066 2.370314 -1.073215
H8 -1.069446 -1.848407 -0.278624

Force components x, y, z for each atom (eV/Å):
C 1.3 0.3 1.8
N 1.3 0.7 -0.6
N -0.7 4.2 -1.7
N -1.1 -3.2 -0.3
N 1.9 3.5 1.5
H -0.3 1.7 -0.5
H -2.1 -0.6 -0.5
H 0.0 -0.3 0.0
H 1.1 -1.6 0.6
H -0.3 0.5 0.2
H 1.8 -0.2 -2.7
H 0.4 -3.4 0.8
H -3.4 -1.6 1.4


# 4
Formula: C2H5NOS
Source: the OMol25 dataset
Level of theory: ωB97M-V/def2-TZVPD

## Properties
* LUMO level: 0.79 eV
* electronic energy: -607.3008 Eh
* SMILES: O/N=C\CS

CARTESIAN COORDINATES (ANGSTROEM)
O1 -1.511460 -1.053124 0.219137
N1 -1.781019 0.263622 -0.310082
C1 -0.810328 0.991459 -0.117186
C2 0.556765 0.882720 0.401627
S1 1.678237 -0.395469 -0.173854
H1 -2.288168 -1.635202 0.077927
H2 -1.040434 2.010528 -0.460736
H3 1.129510 1.712398 0.047140
H4 0.607852 0.905695 1.473054
H5 0.819641 -1.331342 0.355107

Force components x, y, z for each atom (eV/Å):
O -0.2 0.0 -0.2
N -2.0 -3.4 0.6
C 1.1 3.2 -0.8
C 1.2 -0.2 0.1
S -1.2 -1.6 0.4
H 0.4 1.1 -0.2
H 0.0 -0.3 0.0
H -0.1 1.1 0.0
H -0.2 0.0 0.6
H 0.9 0.0 -0.6


# 5
Formula: C7H11NO
Source: the OMol25 dataset
Level of theory: ωB97M-V/def2-TZVPD

## Properties
* LUMO level (alpha / beta): 0.42 / -0.14 eV
* electronic energy: -403.0727 Eh

CARTESIAN COORDINATES (ANGSTROEM)
C1 -1.354500 -1.463843 -0.307646
C2 0.061408 -1.217121 -0.133706
C3 -2.763528 0.427532 -0.293465
C4 -2.883399 1.651029 0.152278
C5 0.806256 -2.343829 0.398908
C6 1.634986 1.945771 -0.239850
C7 1.847780 0.389474 -0.161637
N1 0.549392 -0.081182 -0.447998
O1 -2.447069 -0.752589 -0.229453
H1 -1.750929 -2.462076 -0.092304
H2 -3.448237 2.276843 -0.488337
H3 -3.120950 1.774827 1.211794
H4 0.144514 -3.097231 0.779445
H5 1.412826 -1.989893 1.253141
H6 1.540008 -2.737574 -0.241867
H7 0.904869 2.335717 0.447254
H8 2.554247 2.467762 -0.253009
H9 1.250192 2.257811 -1.197374
H10 2.641220 0.409283 -0.934251
H11 2.420911 0.209289 0.778085

Force components x, y, z for each atom (eV/Å):
C 0.7 -3.5 0.9
C -1.3 1.6 -0.9
C 0.7 2.0 -1.0
C -1.6 -1.2 1.0
C 0.7 -0.1 2.2
C -0.3 -0.4 -0.2
C 1.3 3.6 -0.3
N -0.8 -0.4 -0.2
O -0.6 0.3 0.3
H 0.9 0.0 -0.4
H 0.0 1.1 -0.7
H 0.7 0.3 0.1
H -0.1 -0.6 0.0
H -0.3 0.0 -0.1
H 0.7 -0.7 -1.3
H 0.0 0.1 0.7
H 1.2 0.7 0.9
H -0.5 -0.6 -0.7
H -0.6 -1.5 -0.3
H -1.0 -0.7 -0.2


# 6
Formula: C36H75N2O7S
Source: the OMol25 dataset
Level of theory: ωB97M-V/def2-TZVPD

## Properties
* LUMO level: -2.78 eV
* charge: +1
* electronic energy: -2450.7210 Eh

CARTESIAN COORDINATES (ANGSTROEM)
C1 -3.615709 1.760729 2.865236
C2 -3.937227 1.983137 1.391856
C3 -3.869721 0.708619 0.538372
C4 -3.382084 0.911888 -0.900613
N1 -2.192412 1.753057 -1.033162
C5 -0.924846 1.304290 -0.616570
C6 -0.466447 1.447867 0.825650
C7 0.892489 0.713659 0.813473
C8 0.809555 -0.317975 -0.338423
S1 1.328412 -2.004740 -0.059359
N2 -0.624384 -0.199899 -0.812903
H1 -2.726273 1.142538 3.006177
H2 -3.474692 2.712180 3.372255
H3 -4.433812 1.242863 3.366943
H4 -3.285162 2.748262 0.967488
H5 -4.948465 2.386264 1.336963
H6 -3.266995 -0.057215 1.046730
H7 -4.864566 0.268242 0.453339
H8 -3.226918 -0.074541 -1.365515
H9 -4.164772 1.392244 -1.484772
H10 -2.137028 2.183660 -1.944988
H11 -0.174147 1.815750 -1.224005
H12 -1.140965 0.951086 1.521385
H13 -0.341031 2.494943 1.081291
H14 1.130524 0.239088 1.761941
H15 1.694509 1.412433 0.580653
H16 1.417078 0.005347 -1.181547
H17 0.415599 -2.298637 0.879798
H18 -1.212704 -0.724427 -0.160420
H19 -0.785372 -0.570801 -1.750503
C9 5.259814 -0.151904 0.195568
C10 6.392639 -1.164854 0.046281
C11 6.883131 -1.287087 1.483525
O1 5.731411 -1.081480 2.312076
C12 4.657193 -0.586388 1.526107
H20 4.540662 -0.192777 -0.625158
H21 5.648939 0.866224 0.259435
H22 5.990197 -2.117220 -0.302498
H23 7.174831 -0.852772 -0.643131
H24 7.633763 -0.526030 1.717242
H25 7.301223 -2.267327 1.712223
H26 3.925449 -1.389046 1.370825
H27 4.172935 0.230590 2.067980
C13 -5.040528 7.091419 3.008292
C14 -6.433985 6.577863 3.363937
C15 -6.358922 5.132974 2.890318
O2 -4.994266 4.729847 3.056341
C16 -4.182275 5.875115 3.327589
H28 -4.754983 7.969919 3.585580
H29 -4.978472 7.334770 1.945167
H30 -6.579619 6.627157 4.443970
H31 -7.238073 7.133139 2.883555
H32 -6.630478 5.046728 1.832293
H33 -6.991268 4.456547 3.466391
H34 -3.891569 5.864786 4.383273
H35 -3.277139 5.812487 2.718662
C17 1.006849 6.945224 -0.254176
C18 -0.430961 6.439223 -0.145597
C19 -0.325612 5.095229 -0.849569
O3 0.995781 4.605058 -0.598147
C20 1.800542 5.663072 -0.051020
H36 1.256098 7.707749 0.481365
H37 1.191484 7.355094 -1.248441
H38 -0.706298 6.301959 0.902171
H39 -1.165031 7.096173 -0.608485
H40 -0.469445 5.200963 -1.930572
H41 -1.039610 4.356551 -0.474476
H42 1.973656 5.466696 1.011484
H43 2.761526 5.663957 -0.564680
C21 -4.563045 10.325217 7.341611
C22 -3.400848 9.393514 7.001124
C23 -4.127280 8.072241 6.781984
O4 -5.413983 8.406485 6.259741
C24 -5.649645 9.809683 6.407285
H44 -4.339605 11.378739 7.181922
H45 -4.861873 10.192122 8.382795
H46 -2.912337 9.718490 6.079984
H47 -2.647042 9.331593 7.784413
H48 -4.250179 7.527004 7.723436
H49 -3.621687 7.416968 6.069966
H50 -5.587790 10.290915 5.425016
H51 -6.657695 9.951670 6.797166
C25 5.105166 -6.390881 -0.970232
C26 6.075969 -6.672595 -2.114882
C27 6.245082 -5.283747 -2.715147
O5 6.104032 -4.358816 -1.631075
C28 5.591761 -5.034249 -0.481809
H52 5.116291 -7.151201 -0.190559
H53 4.093048 -6.315821 -1.366315
H54 7.027616 -7.042343 -1.728032
H55 5.690856 -7.392169 -2.835294
H56 5.466265 -5.083603 -3.459031
H57 7.218507 -5.125744 -3.179990
H58 6.388077 -5.135185 0.263584
H59 4.794735 -4.423567 -0.048892
C29 0.865906 -5.000187 -3.511839
C30 0.731780 -5.979065 -4.677676
C31 2.042378 -6.747640 -4.582803
O6 2.380624 -6.782490 -3.188466
C32 1.564406 -5.865069 -2.468452
H60 -0.086905 -4.605554 -3.157127
H61 1.505138 -4.160764 -3.796659
H62 -0.113170 -6.651616 -4.517189
H63 0.602150 -5.495841 -5.644636
H64 2.841751 -6.238037 -5.131493
H65 1.960623 -7.766656 -4.953970
H66 0.838043 -6.423658 -1.866800
H67 2.196574 -5.284284 -1.791809
C33 -0.176505 -11.498997 -5.579612
C34 0.824122 -11.772885 -6.701676
C35 1.006014 -10.381462 -7.293973
O7 0.842197 -9.464113 -6.208194
C36 0.299639 -10.143594 -5.073548
H68 -0.177159 -12.259261 -4.800161
H69 -1.187405 -11.421137 -5.984138
H70 1.766326 -12.137416 -6.288398
H71 0.469872 -12.495672 -7.434757
H72 0.248837 -10.173126 -8.056604
H73 1.991452 -10.224865 -7.733568
H74 1.079964 -10.257005 -4.312987
H75 -0.503072 -9.533868 -4.654703

Force components x, y, z for each atom (eV/Å):
C -0.1 -0.1 0.0
C -0.1 0.0 -0.1
C 0.0 0.0 0.0
C 0.0 0.0 0.3
N 0.0 -0.2 -0.3
C 0.0 0.6 0.0
C 0.5 -0.4 0.0
C 0.0 0.1 -0.1
C 0.0 0.1 -0.1
S -0.1 -0.2 -0.1
N 0.2 -0.1 0.1
H 0.1 0.0 0.0
H 0.0 0.0 0.0
H 0.0 0.0 0.0
H 0.1 0.0 0.0
H 0.0 0.2 -0.1
H 0.1 0.1 0.0
H 0.0 -0.1 0.1
H -0.1 0.0 0.0
H 0.0 0.1 0.0
H -0.1 -0.1 0.0
H 0.0 -0.1 -0.1
H -0.2 0.2 0.0
H -0.2 0.1 0.1
H 0.0 0.0 0.0
H 0.0 0.0 0.1
H 0.0 0.0 0.0
H 0.1 0.1 0.2
H -0.1 0.0 -0.2
H 0.1 0.1 0.0
C 0.0 0.0 0.0
C 0.0 0.0 0.0
C 0.0 0.0 0.0
O 0.0 0.0 0.0
C 0.0 0.0 0.0
H 0.0 0.0 0.0
H 0.0 0.0 0.0
H 0.1 0.0 0.0
H 0.0 0.0 0.0
H 0.0 0.0 0.0
H 0.0 0.0 0.0
H 0.0 0.0 0.0
H 0.0 0.0 0.0
C 0.0 0.0 0.0
C 0.0 0.0 0.0
C 0.0 0.0 0.0
O 0.0 0.0 -0.1
C 0.0 0.0 0.0
H 0.0 0.0 0.0
H 0.0 0.0 0.0
H 0.0 0.0 0.0
H 0.0 0.0 0.0
H 0.0 0.0 0.0
H 0.0 0.0 0.0
H 0.0 0.0 0.0
H 0.0 0.0 0.0
C 0.0 0.0 0.0
C 0.0 0.0 0.0
C -0.1 -0.1 0.0
O -0.1 -0.1 0.1
C 0.1 0.0 0.0
H 0.0 0.0 0.0
H 0.0 0.0 0.0
H 0.0 0.0 0.0
H 0.0 0.0 0.0
H 0.0 0.0 0.0
H -0.1 0.1 0.0
H 0.0 0.0 0.0
H 0.0 0.0 0.0
C 0.0 0.0 0.0
C 0.0 0.0 0.0
C 0.0 0.0 0.0
O 0.0 -0.1 -0.1
C 0.0 0.0 0.0
H 0.0 0.0 0.0
H 0.0 0.0 0.0
H 0.0 0.0 0.0
H 0.0 0.0 0.0
H 0.0 0.0 0.0
H 0.0 0.0 0.0
H 0.0 0.0 0.0
H 0.0 0.0 0.0
C 0.0 0.0 0.0
C 0.0 0.0 0.0
C 0.0 0.0 0.0
O 0.0 0.1 0.0
C 0.0 0.0 0.0
H 0.0 0.0 0.0
H 0.0 0.0 0.0
H 0.0 0.0 0.0
H 0.0 0.0 0.0
H 0.0 0.0 0.0
H 0.0 0.0 0.0
H 0.0 0.0 0.0
H 0.0 0.0 0.0
C 0.0 0.0 0.0
C 0.0 0.0 0.0
C 0.0 0.0 0.0
O 0.0 0.1 0.0
C 0.0 0.0 0.0
H 0.0 0.0 0.0
H 0.0 0.0 0.0
H 0.0 0.0 0.0
H 0.0 0.0 0.0
H 0.0 0.0 0.0
H 0.0 0.0 0.0
H 0.0 0.0 0.0
H 0.0 0.0 0.0
C 0.0 0.0 0.0
C 0.0 0.0 0.0
C 0.0 0.0 0.0
O 0.0 0.0 0.0
C 0.0 0.0 0.0
H 0.0 0.0 0.0
H 0.0 0.0 0.0
H 0.0 0.0 0.0
H 0.0 0.0 0.0
H 0.0 0.0 0.0
H 0.0 0.0 0.0
H 0.0 0.0 0.0
H 0.0 0.0 0.0


Asked for energy above the lowest of the compared OMol25 structures with the same formula, charge and spin across the records above, the calculation gives 47.57; 108.04; 87.31; 66.51; 163.92; 3.84 kcal/mol in order.